C42H43Br45N2O5 as an isolated structure at a distorted geometry. Source: the Open Molecules 2025 dataset; level of theory: wB97M-V/def2-TZVPD.

XYZ file:
```
137
Properties=species:S:1:pos:R:3:lowdin_charge:R:1
C -1.13973 -1.62497 4.66000 -0.19
C -1.81670 -0.96482 3.72315 -0.34
C -2.85290 -1.58204 2.79988 -0.11
C -2.19314 -1.58036 1.42762 -0.14
C -2.70420 -0.77726 0.42845 0.03
C -2.11674 -0.69443 -0.83797 -0.13
C -2.76164 0.21802 -1.85026 -0.11
C -4.29899 0.01771 -1.96428 -0.22
C -4.73128 -1.43687 -1.81910 -0.20
C -4.05925 -2.38758 -2.84626 -0.19
C -3.28039 -3.52666 -2.18286 -0.15
O -3.74646 -4.80447 -2.69388 -0.02
C -2.74538 -5.72740 -2.71771 -0.53
C -2.26427 -6.34826 -1.42854 0.02
O -2.26447 -6.07374 -3.76192 0.12
C -0.97911 -1.46246 -1.08148 -0.04
C -0.46628 -2.32389 -0.08970 -0.01
C -1.07045 -2.37950 1.15461 -0.15
N -0.59192 -3.24353 2.20149 0.20
C -1.30219 -4.19536 2.44893 -0.31
O -2.02318 -5.03922 2.75324 0.20
C 0.73244 -3.19975 -0.37380 -0.27
O 1.40810 -3.63973 0.53103 0.11
C 1.04194 -3.50236 -1.78296 -0.11
C 1.80106 -4.59411 -2.17536 0.01
C 2.06993 -4.79850 -3.51080 0.00
C 1.61939 -3.93094 -4.50772 -0.32
N 1.93663 -4.13456 -5.84756 -0.02
C 0.90809 -3.77347 -6.83053 -0.27
C -0.42712 -4.51277 -6.66087 -0.07
C 0.84258 -2.83417 -4.10815 -0.08
C 0.56435 -2.64135 -2.76677 -0.08
C -0.25238 -1.43414 -2.38709 -0.26
O -0.25938 -0.49070 -3.15186 0.11
H -1.54476 -2.45865 5.21785 0.00
H -0.13196 -1.29224 4.91497 -0.07
H -1.56344 0.09288 3.59621 -0.10
H -3.70750 -0.90227 2.81549 0.10
H -3.11627 -2.58793 3.12283 0.11
H -3.57743 -0.16766 0.63248 0.13
H -2.34776 0.14532 -2.84803 0.09
H -2.59628 1.24122 -1.49739 0.13
H -4.55808 0.31416 -2.98375 0.04
H -4.86448 0.70388 -1.33053 0.08
H -5.80982 -1.46801 -2.00637 0.07
H -4.59632 -1.85244 -0.82060 0.10
H -3.44839 -1.87374 -3.59096 0.10
H -4.85075 -2.88492 -3.41946 0.01
H -2.20738 -3.46330 -2.38517 0.11
H -3.44742 -3.54922 -1.10161 0.12
H -1.48101 -7.05938 -1.67891 0.09
H -3.04636 -6.90352 -0.90976 0.09
H -1.81956 -5.61702 -0.74884 0.07
H 2.17713 -5.27481 -1.42169 0.12
H 2.66234 -5.65693 -3.81303 0.12
H 2.29607 -5.06377 -6.01266 0.13
H 1.30675 -4.06481 -7.80456 0.11
H 0.72707 -2.70272 -6.87928 0.08
H -0.35701 -5.55712 -6.96357 0.08
H -0.85998 -4.39281 -5.66883 0.06
H -1.13324 -4.05600 -7.36265 0.08
H 0.46304 -2.13252 -4.82926 0.08
C 2.74849 0.34800 2.94393 -1.57
Br 2.95498 1.41335 1.34923 0.59
Br 3.50743 1.21821 4.48618 0.52
Br 0.90746 -0.13673 3.22041 0.82
H 3.30392 -0.56837 2.79631 -0.04
C 6.58860 4.22474 4.90374 -1.60
Br 5.93914 5.90725 4.22601 0.59
Br 5.46976 3.54159 6.30985 0.53
Br 6.80319 2.93345 3.49774 0.55
H 7.56343 4.40915 5.33293 -0.03
C 5.46760 9.78418 4.11401 -1.66
Br 7.13906 10.73990 4.09790 0.57
Br 4.54638 9.98562 5.79188 0.57
Br 4.35179 10.27485 2.62389 0.56
H 5.70214 8.73538 4.00529 -0.11
C -7.46557 2.82048 -2.48983 -1.60
Br -7.82769 0.94385 -2.25362 0.61
Br -6.82276 3.63862 -0.86989 0.59
Br -6.27165 3.13323 -3.96811 0.56
H -8.40485 3.29419 -2.73646 -0.03
C 8.33232 -0.67284 2.57153 -1.62
Br 8.45009 0.46698 1.02553 0.55
Br 9.29071 0.05624 4.07402 0.56
Br 6.49834 -1.05734 3.02531 0.57
H 8.80021 -1.61276 2.31626 -0.03
C 3.41725 0.56879 -5.68253 -1.59
Br 2.87740 -1.26716 -5.48541 0.80
Br 4.10093 1.27644 -4.02679 0.53
Br 4.67837 0.79815 -7.12427 0.57
H 2.53573 1.13976 -5.93742 -0.03
C 0.54962 -1.15832 8.51238 -1.62
Br -0.96366 -1.90718 7.58810 0.70
Br 1.81287 -0.40276 7.26870 0.57
Br 0.01621 0.11602 9.85322 0.57
H 1.04785 -1.96850 9.02513 -0.12
C 1.60928 -3.29181 12.17795 -1.62
Br 0.10827 -4.02366 11.21718 0.59
Br 2.91789 -2.55834 10.97068 0.60
Br 1.05501 -2.00167 13.49317 0.58
H 2.08242 -4.10639 12.70695 -0.03
C -4.05284 4.81730 -6.56225 -1.66
Br -5.42565 6.16924 -6.55930 0.54
Br -3.89776 3.96329 -8.28168 0.56
Br -2.36377 5.51223 -5.95514 0.58
H -4.35204 4.05443 -5.85722 -0.10
C -8.91566 8.75642 -5.50238 -1.64
Br -9.23375 6.86893 -5.28125 0.55
Br -8.27188 9.56596 -3.87950 0.58
Br -7.73888 9.10395 -6.98640 0.56
H -9.86591 9.21536 -5.73388 -0.03
C 2.96048 5.31988 0.43206 -1.64
Br 4.51677 6.43874 0.60560 0.55
Br 1.33448 6.29988 0.75249 0.57
Br 2.92796 4.41933 -1.27194 0.55
H 3.02800 4.55754 1.19712 -0.06
C 8.13564 -0.77112 -2.85810 -1.62
Br 8.79550 -2.33271 -1.94122 0.56
Br 6.42824 -0.20547 -2.17012 0.52
Br 9.42771 0.66117 -2.84803 0.56
H 7.98309 -1.05077 -3.89034 -0.03
C -5.86166 -0.46698 -6.34830 -1.57
Br -7.34472 0.74617 -6.52499 0.57
Br -4.24151 0.45640 -5.85105 0.59
Br -6.25259 -1.92252 -5.14690 0.70
H -5.68449 -0.89654 -7.32363 -0.03
C 7.12861 1.09343 9.23420 -1.62
Br 5.60293 0.43002 8.25973 0.53
Br 8.43259 1.91711 8.07467 0.55
Br 6.60235 2.27246 10.66133 0.58
H 7.60836 0.23817 9.68727 -0.03
C -2.86796 3.49732 4.91826 -1.61
Br -1.82691 4.97564 4.25862 0.58
Br -2.73730 1.96275 3.75541 0.71
Br -2.39616 3.03721 6.72613 0.59
H -3.90217 3.81026 4.92442 -0.03
```

Highest occupied orbital energy = -0.3103 Eh
Electronic energy = -3209374.76974 eV
LUMO = -0.8 eV



C42H43N2O4S2Ti as an isolated structure at a distorted geometry. Source: the Open Molecules 2025 dataset; level of theory: wB97M-V/def2-TZVPD.

XYZ file:
```
94
Properties=species:S:1:pos:R:3:lowdin_charge:R:1
Ti -0.19053 -0.00767 -0.25945 0.95
C 3.56404 -0.11203 -0.29389 -0.02
C 2.51852 -0.88156 -1.06128 -0.21
C 1.94072 -0.29220 -2.19927 -0.24
C 2.49118 1.01257 -2.71954 -0.08
C 0.95709 -0.98198 -2.92960 -0.21
C 0.36225 -0.31444 -4.14380 -0.03
C 0.51993 -2.24139 -2.49953 -0.19
C -0.52834 -2.98627 -3.28755 -0.02
C 1.06983 -2.81112 -1.34435 -0.18
C 0.51998 -4.11247 -0.80310 -0.04
C 2.13155 -2.17776 -0.68199 -0.19
C 2.88229 -2.92988 0.38678 -0.02
H 3.16958 0.85647 0.02441 0.08
H 4.44913 0.07566 -0.90478 0.10
H 3.87599 -0.63543 0.60243 0.06
H 3.38128 0.80699 -3.32297 0.10
H 2.79152 1.68160 -1.91678 0.06
H 1.77833 1.54685 -3.33660 0.06
H -0.16474 0.59417 -3.84340 0.09
H -0.35306 -0.94731 -4.65493 0.07
H 1.13798 -0.03345 -4.85723 0.09
H -0.57694 -4.03419 -3.00878 0.07
H -0.30742 -2.95281 -4.35340 0.08
H -1.51872 -2.54648 -3.13757 0.08
H 0.70013 -4.19622 0.26608 0.08
H 0.97469 -4.98009 -1.28805 0.10
H -0.55669 -4.17434 -0.95312 0.08
H 2.49602 -2.72991 1.38502 0.07
H 3.93762 -2.66474 0.37399 0.08
H 2.82664 -4.00158 0.20967 0.08
C -2.20248 -0.96428 2.16284 0.01
C -2.39168 -0.16105 0.90914 -0.29
N -1.76864 0.98509 0.80412 -0.05
N -2.35069 1.95736 0.00752 -0.03
C -1.54110 2.65426 -0.70689 -1.08
S 0.11493 2.25195 -0.99038 0.71
S -2.11686 4.10512 -1.52366 0.92
C -3.30877 4.74903 -0.30677 -0.41
C -2.64361 5.49751 0.81010 -0.29
C -1.87268 4.81440 1.74407 -0.05
C -1.26486 5.48738 2.78658 -0.08
C -1.40980 6.86408 2.90925 -0.09
C -2.17087 7.55601 1.97894 -0.09
C -2.78442 6.87377 0.93629 -0.05
C -3.35558 -0.58390 -0.12068 -0.13
C -4.67457 -0.94354 0.11097 -0.02
C -5.50152 -1.26287 -0.95484 -0.09
C -4.99113 -1.22393 -2.24860 -0.08
C -3.66497 -0.90092 -2.48606 -0.01
C -2.82031 -0.60651 -1.41946 -0.31
O -1.51646 -0.37403 -1.58536 -0.21
H -1.20653 -0.84136 2.58192 0.07
H -2.91212 -0.58118 2.90389 0.10
H -2.41905 -2.01780 1.99135 0.10
H -3.98111 5.39346 -0.87420 0.08
H -3.87835 3.89574 0.05643 0.08
H -1.75277 3.74625 1.64294 0.08
H -0.67739 4.94436 3.51685 0.09
H -0.93532 7.38994 3.72569 0.10
H -2.29093 8.62780 2.06476 0.10
H -3.37890 7.41920 0.21385 0.11
H -5.06165 -0.94565 1.12265 0.12
H -6.53463 -1.52852 -0.78220 0.10
H -5.63540 -1.45693 -3.08576 0.10
H -3.26565 -0.88092 -3.49185 0.12
O 1.60228 1.91192 2.06568 -0.01
C 1.73826 0.94799 3.09801 -0.33
C 1.42348 -0.42430 2.46482 -0.51
O 1.70557 -1.44478 3.05685 0.09
O 0.73438 -0.38783 1.36117 -0.15
C 3.13290 1.06742 3.69509 -0.14
C 4.14031 0.12647 3.53158 -0.02
C 5.40838 0.36369 4.04613 -0.07
C 5.68222 1.53734 4.73027 -0.09
C 4.67662 2.47723 4.90749 -0.07
C 3.41259 2.23673 4.39776 -0.03
C 0.66748 1.09071 4.18356 -0.15
C -0.47134 1.84719 3.95862 -0.03
C -1.45038 1.95514 4.93828 -0.07
C -1.29993 1.29053 6.14380 -0.09
C -0.16869 0.51318 6.36408 -0.07
C 0.81067 0.41253 5.39114 -0.01
H 1.77248 2.79392 2.42454 0.11
H 3.93442 -0.80328 3.02178 0.10
H 6.18355 -0.37870 3.91295 0.10
H 6.67073 1.71646 5.13043 0.10
H 4.87452 3.39211 5.45050 0.10
H 2.62177 2.95964 4.56712 0.12
H -0.60301 2.32077 3.00188 0.09
H -2.32935 2.55734 4.74870 0.10
H -2.05925 1.37151 6.90977 0.10
H -0.04670 -0.01484 7.30011 0.10
H 1.69029 -0.19538 5.56002 0.13
```

Highest occupied orbital energy (spin up / spin down) = -0.2909 / -0.2961 Eh
Energy above the lowest of the compared OMol25 structures with the same formula, charge and spin = 36.13 kcal/mol
Electronic energy = -100211.35770 eV
LUMO (spin up / spin down) = -0.2 / -0.7 eV
Multiplicity = 2
⟨S²⟩ = 0.757